Entry 1:
{
  "formula": "H4O2",
  "method": "wB97M-V/def2-TZVPD",
  "fmax_ev_per_a": 1.1,
  "relative_energy_kj_mol": 12.8,
  "homo_energy_ev": -10.977,
  "e_tot_ev": -4159.8060,
  "elements": ["H", "H", "H", "H", "O", "O"],
  "positions_angstrom": [[1.301, 0.893, 0.123], [2.135, -0.286, 0.393], [-1.525, 0.864, -0.017], [-0.556, -0.283, 0.017], [1.320, -0.052, -0.080], [-1.489, -0.097, 0.015]]
}

***

Entry 2:
{
  "formula": "C36H61Br2F6NO5S3Si2Ti",
  "method": "wB97M-V/def2-TZVPD",
  "fmax_ev_per_a": 3.7,
  "relative_energy_kj_mol": 194.6,
  "total_charge": 2,
  "homo_energy_ev": -12.892,
  "e_tot_ev": -277800.7970,
  "elements": ["Ti", "F", "C", "F", "F", "S", "O", "O", "N", "S", "O", "O", "C", "F", "F", "F", "C", "C", "O", "S", "C", "C", "C", "C", "C", "C", "C", "C", "H", "H", "H", "H", "H", "H", "H", "C", "C", "C", "C", "Si", "Br", "C", "C", "C", "C", "C", "C", "C", "C", "H", "H", "H", "H", "H", "H", "H", "H", "H", "H", "H", "H", "H", "H", "H", "H", "H", "H", "H", "H", "H", "H", "H", "H", "H", "H", "H", "C", "C", "C", "C", "Si", "Br", "C", "C", "C", "C", "C", "C", "C", "C", "H", "H", "H", "H", "H", "H", "H", "H", "H", "H", "H", "H", "H", "H", "H", "H", "H", "H", "H", "H", "H", "H", "H", "H", "H", "H", "H"],
  "positions_angstrom": [[-0.230, 0.184, 1.183], [1.928, -2.807, 3.437], [0.686, -3.110, 3.115], [0.194, -4.005, 3.939], [0.680, -3.584, 1.870], [-0.342, -1.538, 3.059], [0.624, -0.476, 2.719], [-1.156, -1.663, 1.865], [-1.185, -1.213, 4.288], [-0.417, -0.255, 5.335], [-1.128, -0.078, 6.530], [0.968, -0.560, 5.284], [-0.626, 1.400, 4.358], [-1.430, 1.163, 3.243], [0.507, 1.893, 3.852], [-1.233, 2.332, 5.050], [-3.023, 10.253, 2.546], [-2.414, 8.963, 2.126], [-2.971, 7.923, 1.941], [-0.612, 9.085, 1.964], [-0.247, 7.406, 1.534], [-0.812, 6.838, 0.395], [-0.645, 5.490, 0.157], [0.092, 4.702, 1.052], [0.725, 5.303, 2.152], [0.565, 6.652, 2.376], [0.121, 3.302, 0.908], [0.082, 2.077, 0.879], [-3.937, 10.407, 1.975], [-2.351, 11.094, 2.408], [-3.301, 10.187, 3.599], [-1.383, 7.452, -0.287], [-1.088, 5.022, -0.709], [1.310, 4.696, 2.827], [1.033, 7.133, 3.221], [6.776, -1.786, -1.485], [5.301, -1.757, -1.045], [5.040, -2.963, -0.132], [4.420, -1.939, -2.290], [4.962, -0.074, -0.113], [1.489, -0.650, -0.272], [5.093, -0.015, 1.842], [4.878, 1.394, 2.410], [4.039, -0.917, 2.494], [6.493, -0.492, 2.266], [5.022, 1.607, -1.107], [4.814, 1.366, -2.608], [6.409, 2.251, -0.918], [3.939, 2.594, -0.645], [6.950, -2.699, -2.051], [7.456, -1.780, -0.637], [7.026, -0.948, -2.130], [5.295, -3.870, -0.675], [3.990, -3.015, 0.136], [5.650, -2.947, 0.767], [4.518, -2.967, -2.627], [4.732, -1.301, -3.107], [3.375, -1.750, -2.073], [3.863, 1.739, 2.226], [5.586, 2.113, 2.010], [5.027, 1.359, 3.487], [3.035, -0.578, 2.243], [4.140, -0.858, 3.576], [4.149, -1.956, 2.208], [7.268, 0.174, 1.895], [6.710, -1.498, 1.920], [6.550, -0.500, 3.353], [5.584, 0.725, -3.025], [4.876, 2.319, -3.129], [3.837, 0.935, -2.802], [7.196, 1.620, -1.322], [6.636, 2.455, 0.124], [6.431, 3.198, -1.454], [2.947, 2.144, -0.684], [3.952, 3.450, -1.316], [4.124, 2.963, 0.357], [-6.547, -1.722, 1.339], [-5.060, -1.339, 1.237], [-4.598, -0.849, 2.617], [-4.252, -2.604, 0.917], [-4.885, 0.044, -0.140], [-1.982, 0.048, -0.521], [-5.520, -0.404, -1.938], [-5.356, -1.899, -2.236], [-7.015, -0.051, -2.008], [-4.782, 0.354, -3.050], [-4.990, 1.927, 0.399], [-6.384, 2.167, 1.002], [-4.813, 2.853, -0.813], [-3.929, 2.347, 1.428], [-6.675, -2.462, 2.127], [-6.914, -2.161, 0.416], [-7.167, -0.863, 1.581], [-4.735, -1.652, 3.339], [-5.178, 0.000, 2.964], [-3.536, -0.595, 2.613], [-4.440, -3.342, 1.694], [-3.185, -2.398, 0.901], [-4.533, -3.046, -0.031], [-5.918, -2.521, -1.547], [-4.307, -2.178, -2.220], [-5.744, -2.101, -3.232], [-7.596, -0.597, -1.271], [-7.393, -0.312, -2.993], [-7.186, 1.011, -1.861], [-3.706, 0.314, -2.909], [-5.093, 1.389, -3.114], [-5.017, -0.114, -4.002], [-7.170, 1.908, 0.298], [-6.492, 3.221, 1.249], [-6.536, 1.594, 1.912], [-5.640, 2.761, -1.509], [-3.882, 2.640, -1.331], [-4.790, 3.886, -0.472], [-3.931, 1.718, 2.312], [-4.149, 3.365, 1.748], [-2.931, 2.347, 0.983]]
}

***

Entry 3:
{
  "formula": "C2H8N2",
  "method": "wB97M-V/def2-TZVPD",
  "fmax_ev_per_a": 1.8,
  "relative_energy_kj_mol": 59.1,
  "homo_energy_ev": -8.091,
  "e_tot_ev": -5183.1249,
  "elements": ["N", "H", "H", "H", "C", "C", "N", "H", "H", "H", "H", "H"],
  "positions_angstrom": [[-1.302, 1.151, 1.190], [-1.029, 1.855, 0.516], [-2.300, 1.216, 1.335], [-0.824, 1.393, 2.050], [0.161, -1.761, -0.447], [0.778, -0.771, -1.078], [1.391, 0.294, -0.408], [0.022, -1.779, 0.626], [-0.146, -2.647, -0.987], [0.672, -0.717, -2.131], [0.912, 0.728, 0.368], [1.664, 1.039, -1.034]]
}

***

Entry 4:
{
  "formula": "C34H78N10O11",
  "method": "wB97M-V/def2-TZVPD",
  "fmax_ev_per_a": 3.5,
  "relative_energy_kj_mol": 0.0,
  "homo_energy_ev": -8.815,
  "e_tot_ev": -73950.0841,
  "elements": ["C", "C", "C", "O", "C", "H", "H", "H", "H", "H", "H", "H", "H", "C", "C", "O", "N", "C", "H", "H", "H", "H", "H", "H", "H", "C", "C", "O", "N", "C", "H", "H", "H", "H", "H", "H", "H", "C", "C", "O", "N", "C", "H", "H", "H", "H", "H", "H", "H", "C", "C", "O", "N", "C", "H", "H", "H", "H", "H", "H", "H", "C", "C", "O", "N", "C", "H", "H", "H", "H", "H", "H", "H", "C", "C", "O", "N", "C", "H", "H", "H", "H", "H", "H", "H", "C", "C", "O", "N", "C", "H", "H", "H", "H", "H", "H", "H", "C", "C", "O", "N", "C", "H", "H", "H", "H", "H", "H", "H", "C", "C", "O", "N", "C", "H", "H", "H", "H", "H", "H", "H", "C", "C", "O", "N", "C", "H", "H", "H", "H", "H", "H", "H"],
  "positions_angstrom": [[0.233, 0.082, -0.974], [-0.674, 1.258, -0.932], [-1.757, 0.923, 0.089], [-1.124, -0.095, 0.905], [0.223, -0.312, 0.466], [1.271, 0.190, -1.253], [-0.168, -0.754, -1.512], [-1.139, 1.665, -1.847], [-0.068, 2.060, -0.522], [-2.644, 0.486, -0.419], [-2.068, 1.756, 0.711], [0.450, -1.408, 0.598], [0.934, 0.322, 1.067], [-7.236, 1.917, -1.236], [-6.408, 2.950, -0.591], [-6.886, 4.092, -0.568], [-5.129, 2.713, -0.113], [-4.380, 3.798, 0.465], [-7.354, 2.172, -2.312], [-8.215, 2.164, -0.769], [-6.897, 0.873, -1.165], [-4.627, 1.871, -0.446], [-3.584, 3.299, 1.013], [-5.081, 4.305, 1.165], [-4.031, 4.539, -0.265], [2.652, -0.901, -5.599], [2.240, -0.679, -4.146], [2.262, 0.446, -3.600], [1.902, -1.864, -3.502], [1.816, -3.207, -4.060], [1.764, -1.021, -6.199], [3.141, -1.854, -5.786], [3.216, -0.060, -6.035], [1.502, -1.853, -2.573], [1.363, -3.177, -5.104], [1.196, -3.821, -3.482], [2.775, -3.713, -4.187], [3.622, 1.544, -0.375], [4.299, 0.487, 0.466], [3.593, -0.364, 1.075], [5.634, 0.440, 0.447], [6.403, -0.276, 1.387], [2.681, 1.842, 0.079], [3.415, 1.140, -1.342], [4.339, 2.366, -0.526], [6.108, 1.236, 0.028], [6.531, -1.326, 1.029], [5.950, -0.185, 2.380], [7.362, 0.242, 1.474], [-4.635, -0.652, 1.923], [-3.994, -0.749, 3.299], [-4.689, -1.092, 4.235], [-2.681, -0.511, 3.409], [-2.075, -0.591, 4.708], [-5.318, 0.157, 1.958], [-5.138, -1.576, 1.603], [-3.856, -0.423, 1.169], [-2.135, -0.364, 2.551], [-2.668, 0.018, 5.420], [-1.061, -0.298, 4.568], [-2.112, -1.614, 5.042], [5.716, -4.257, 2.640], [5.494, -4.132, 1.124], [6.271, -4.611, 0.343], [4.395, -3.410, 0.672], [4.186, -3.277, -0.758], [4.838, -4.801, 3.002], [5.782, -3.295, 3.197], [6.643, -4.832, 2.746], [3.888, -2.813, 1.327], [5.047, -3.582, -1.326], [4.009, -2.192, -0.973], [3.215, -3.748, -1.033], [-2.789, -0.813, -3.558], [-3.450, 0.460, -3.064], [-4.397, 0.521, -2.211], [-2.889, 1.538, -3.555], [-3.686, 2.793, -3.518], [-1.714, -0.616, -3.459], [-2.998, -0.951, -4.619], [-3.082, -1.698, -2.967], [-2.071, 1.414, -4.076], [-4.435, 2.740, -4.331], [-3.072, 3.709, -3.564], [-4.178, 2.871, -2.550], [2.644, 4.906, 3.711], [1.712, 4.072, 2.897], [1.891, 4.102, 1.644], [0.723, 3.381, 3.482], [0.008, 2.355, 2.734], [2.650, 5.953, 3.421], [3.632, 4.533, 3.526], [2.430, 4.911, 4.798], [0.571, 3.383, 4.461], [-0.083, 2.743, 1.733], [-0.938, 2.235, 3.258], [0.601, 1.452, 2.771], [1.937, -0.669, 3.993], [1.975, -2.070, 3.477], [3.061, -2.661, 3.338], [0.819, -2.586, 3.036], [0.608, -3.899, 2.521], [0.938, -0.328, 4.273], [2.294, -0.078, 3.154], [2.614, -0.601, 4.822], [-0.021, -2.068, 3.329], [0.376, -3.876, 1.433], [-0.254, -4.374, 3.029], [1.570, -4.365, 2.652], [1.329, 3.893, -2.612], [0.038, 4.396, -1.974], [-1.048, 4.377, -2.557], [0.233, 4.953, -0.791], [-0.917, 5.477, -0.008], [2.158, 3.881, -1.854], [1.721, 4.520, -3.397], [1.210, 2.870, -3.035], [1.144, 4.815, -0.426], [-0.462, 6.027, 0.834], [-1.480, 4.614, 0.445], [-1.627, 6.056, -0.581], [-1.597, -6.392, -2.147], [-1.670, -4.987, -1.785], [-1.348, -4.124, -2.572], [-2.070, -4.651, -0.531], [-2.492, -3.277, -0.215], [-2.461, -6.797, -2.661], [-1.368, -7.066, -1.335], [-0.708, -6.412, -2.815], [-2.358, -5.372, 0.089], [-1.885, -2.661, -0.850], [-2.325, -3.056, 0.889], [-3.542, -3.170, -0.388]]
}

***

Entry 5:
{
  "formula": "C30H84N6O9",
  "method": "wB97M-V/def2-TZVPD",
  "spin_multiplicity": 2,
  "fmax_ev_per_a": 3.5,
  "relative_energy_kj_mol": 62.4,
  "total_charge": 1,
  "homo_energy_ev": [-11.109, -11.109],
  "e_tot_ev": -59825.5740,
  "elements": ["C", "C", "O", "H", "H", "H", "H", "H", "H", "C", "C", "O", "H", "H", "H", "H", "H", "H", "C", "C", "O", "H", "H", "H", "H", "H", "H", "C", "C", "C", "O", "C", "N", "H", "H", "H", "H", "H", "H", "H", "H", "H", "H", "H", "C", "C", "C", "O", "C", "N", "H", "H", "H", "H", "H", "H", "H", "H", "H", "H", "H", "C", "C", "C", "O", "C", "N", "H", "H", "H", "H", "H", "H", "H", "H", "H", "H", "H", "C", "C", "C", "O", "C", "N", "H", "H", "H", "H", "H", "H", "H", "H", "H", "H", "H", "C", "C", "C", "O", "C", "N", "H", "H", "H", "H", "H", "H", "H", "H", "H", "H", "H", "C", "C", "C", "O", "C", "N", "H", "H", "H", "H", "H", "H", "H", "H", "H", "H", "H"],
  "positions_angstrom": [[19.879, -14.995, 5.171], [19.676, -16.446, 4.636], [20.686, -17.295, 5.090], [20.865, -14.570, 4.984], [19.705, -14.991, 6.247], [19.287, -14.245, 4.646], [19.613, -16.372, 3.550], [18.673, -16.783, 4.899], [20.530, -17.613, 5.982], [15.822, -16.940, 0.756], [15.074, -16.482, -0.483], [14.578, -15.174, -0.257], [15.411, -16.493, 1.662], [16.877, -16.715, 0.604], [15.801, -18.028, 0.823], [14.311, -17.256, -0.570], [15.644, -16.624, -1.401], [15.314, -14.558, -0.237], [21.450, -8.836, 1.515], [22.756, -8.858, 0.788], [23.020, -7.561, 0.284], [21.329, -9.763, 2.076], [20.597, -8.786, 0.839], [21.436, -8.006, 2.222], [22.746, -9.510, -0.085], [23.563, -9.067, 1.491], [22.390, -7.349, -0.408], [19.968, -5.127, -0.080], [19.296, -5.307, -1.470], [17.838, -4.734, -1.583], [17.267, -4.720, -2.905], [16.932, -5.985, -3.418], [20.165, -4.785, -2.463], [19.471, -5.782, 0.636], [19.823, -4.138, 0.355], [21.020, -5.402, -0.008], [19.096, -6.378, -1.509], [17.944, -3.675, -1.350], [17.184, -5.139, -0.811], [17.798, -6.627, -3.579], [16.596, -5.823, -4.442], [16.129, -6.438, -2.836], [19.521, -4.783, -3.241], [20.109, -3.798, -2.255], [12.636, -8.693, -3.222], [13.856, -9.455, -3.942], [14.017, -10.919, -3.382], [14.073, -10.959, -1.947], [14.168, -12.262, -1.368], [13.617, -9.434, -5.356], [12.655, -8.759, -2.134], [11.698, -9.188, -3.473], [12.627, -7.685, -3.637], [14.784, -8.908, -3.770], [15.000, -11.133, -3.803], [13.327, -11.670, -3.768], [14.307, -12.087, -0.302], [14.940, -12.920, -1.768], [13.157, -12.668, -1.403], [13.964, -8.520, -5.610], [14.278, -10.022, -5.844], [21.360, -15.284, -1.528], [20.227, -16.276, -1.671], [20.193, -17.276, -0.490], [19.088, -18.250, -0.563], [18.960, -19.078, 0.573], [18.943, -15.621, -1.633], [22.322, -15.744, -1.302], [21.304, -14.623, -0.663], [21.497, -14.754, -2.471], [20.380, -16.787, -2.622], [20.089, -16.685, 0.420], [21.139, -17.805, -0.602], [18.694, -18.615, 1.524], [19.867, -19.654, 0.754], [18.154, -19.803, 0.464], [18.312, -16.384, -1.433], [18.591, -15.230, -2.495], [16.012, -6.701, 1.816], [15.984, -7.946, 0.940], [15.472, -9.261, 1.648], [16.454, -9.651, 2.593], [16.064, -10.842, 3.373], [15.130, -7.729, -0.225], [14.994, -6.419, 2.084], [16.228, -5.757, 1.316], [16.660, -6.771, 2.690], [17.027, -8.158, 0.705], [15.344, -10.010, 0.867], [14.497, -9.133, 2.118], [16.969, -11.244, 3.829], [15.573, -11.555, 2.711], [15.354, -10.482, 4.118], [14.148, -7.652, -0.002], [15.197, -8.534, -0.831], [18.710, -9.195, -6.002], [17.590, -8.340, -6.722], [18.171, -6.949, -7.130], [17.249, -6.286, -7.949], [17.771, -5.005, -8.377], [17.276, -9.087, -7.951], [19.033, -8.731, -5.070], [19.611, -9.406, -6.578], [18.378, -10.179, -5.672], [16.738, -8.142, -6.071], [19.128, -7.110, -7.625], [18.334, -6.362, -6.225], [17.939, -4.405, -7.482], [17.095, -4.467, -9.042], [18.704, -5.106, -8.931], [16.605, -8.539, -8.471], [18.060, -9.105, -8.588], [18.324, -13.213, 1.482], [17.506, -12.453, 0.468], [18.170, -11.130, -0.020], [17.594, -10.719, -1.251], [18.281, -9.660, -1.897], [17.275, -13.344, -0.655], [18.752, -12.566, 2.247], [19.121, -13.777, 0.999], [17.715, -13.991, 1.942], [16.633, -12.057, 0.987], [19.224, -11.385, -0.138], [18.113, -10.365, 0.754], [18.091, -9.689, -2.970], [19.362, -9.622, -1.755], [17.887, -8.723, -1.505], [17.165, -12.788, -1.490], [18.091, -13.921, -0.806]]
}

***

Entry 6:
{
  "formula": "C2H4N2S",
  "method": "wB97M-V/def2-TZVPD",
  "fmax_ev_per_a": 4.0,
  "relative_energy_kj_mol": 80.1,
  "homo_energy_ev": -8.552,
  "e_tot_ev": -15953.0527,
  "elements": ["C", "C", "N", "N", "S", "H", "H", "H", "H"],
  "positions_angstrom": [[-1.028, 1.451, -0.037], [0.616, -0.297, -0.119], [-0.790, 0.224, -0.153], [0.622, -1.608, -0.033], [1.967, 0.629, -0.097], [-2.151, 1.498, -0.134], [-0.560, 2.239, 0.541], [-0.208, -2.174, 0.005], [1.532, -1.964, 0.026]]
}

***

Entry 7:
{
  "formula": "C2H7N3O",
  "method": "wB97M-V/def2-TZVPD",
  "fmax_ev_per_a": 2.2,
  "relative_energy_kj_mol": 222.7,
  "homo_energy_ev": -9.353,
  "e_tot_ev": -8703.9692,
  "elements": ["C", "C", "H", "H", "H", "H", "H", "H", "H", "N", "N", "N", "O"],
  "positions_angstrom": [[1.894, -0.680, 0.004], [-0.106, 0.539, -0.143], [2.187, -1.697, -0.103], [2.522, -0.077, -0.677], [2.074, -0.274, 1.041], [1.334, 1.748, 0.045], [-1.959, 1.249, -0.320], [-2.550, -0.392, 1.022], [-2.718, -1.143, -0.466], [0.337, 1.700, 0.104], [-1.465, 0.375, -0.426], [-2.076, -0.728, 0.187], [0.526, -0.620, -0.270]]
}

***

Entry 8:
{
  "formula": "CHF3NOS",
  "method": "wB97M-V/def2-TZVPD",
  "spin_multiplicity": 3,
  "fmax_ev_per_a": 2.0,
  "relative_energy_kj_mol": 77.7,
  "total_charge": -1,
  "homo_energy_ev": [-2.842, -3.461],
  "e_tot_ev": -23576.4706,
  "elements": ["C", "N", "O", "F", "F", "F", "S", "H"],
  "positions_angstrom": [[2.580, -1.584, 0.563], [0.181, 0.307, -0.775], [-0.501, -0.272, -1.650], [3.502, -1.789, 1.592], [3.040, -0.584, -0.233], [2.714, -2.798, -0.040], [0.976, -1.300, 1.104], [-0.478, 0.479, -0.002]]
}